Density functional theory data (ωB97M-V with the def2-TZVPD basis set) for an isolated molecule of C23H22N2O6S.

```
! wB97M-V def2-TZVPD RIJCOSX def2/J DEFGRID3
* xyz 0 1
O -1.271 2.773 -1.744
C -0.640 1.785 -1.466
O -0.884 0.997 -0.410
C -1.963 1.287 0.420
C -3.244 1.431 -0.089
C -4.286 1.678 0.789
C -4.053 1.780 2.146
C -2.761 1.633 2.652
C -1.708 1.381 1.779
H -0.703 1.266 2.148
N -2.580 1.757 4.027
C -1.420 1.702 4.750
O -0.314 1.499 4.295
C -1.643 1.921 6.188
C -0.734 1.943 7.216
C -1.472 2.201 8.390
C -2.772 2.317 7.998
O -2.891 2.151 6.674
H -3.672 2.511 8.549
H -1.091 2.288 9.387
H 0.321 1.792 7.121
H -3.423 1.941 4.555
H -4.872 1.978 2.822
H -5.289 1.794 0.408
H -3.421 1.357 -1.150
C 0.525 1.299 -2.255
C 1.068 0.032 -2.070
C 2.134 -0.358 -2.854
C 2.682 0.484 -3.803
C 2.142 1.749 -3.986
C 1.063 2.150 -3.220
H 0.619 3.126 -3.348
H 2.561 2.415 -4.725
H 3.524 0.133 -4.380
S 2.784 -2.018 -2.644
O 2.961 -2.287 -1.249
O 3.921 -2.166 -3.512
N 1.449 -2.889 -3.163
C 1.284 -2.911 -4.601
C 2.161 -3.967 -5.275
C 1.905 -5.333 -4.643
C 2.146 -5.253 -3.137
C 1.250 -4.176 -2.528
H 1.471 -4.037 -1.470
H 0.194 -4.444 -2.645
H 3.187 -4.985 -2.947
H 1.941 -6.214 -2.662
H 2.562 -6.081 -5.091
H 0.871 -5.637 -4.831
H 3.206 -3.689 -5.132
H 1.947 -3.990 -6.344
H 1.531 -1.912 -4.969
H 0.226 -3.107 -4.809
H 0.676 -0.647 -1.331
*
```

Calculated values
E_HOMO: -8.6 eV
Gap between HOMO and LUMO: 0.323 Ha
Total energy: -50308.613 eV
Energy above the lowest of the compared OMol25 structures with the same formula, charge and spin: 165.66 kJ/mol
F_max: 1.331 eV/A
SMILES: O=C(Oc1cccc(NC(=O)c2ccco2)c1)c1cccc(S(=O)(=O)N2CCCCC2)c1

Here are the natural (NBO) charges for atoms 1 to 4, given in e: number 1, O, carries -0.57; number 2, C, carries 0.78; number 3, O, carries -0.51; number 4, C, carries 0.38

***

Density functional theory data (ωB97M-V with the def2-TZVPD basis set) for a 2-piece molecular cluster, C2H8N3 overall.

```
! wB97M-V def2-TZVPD RIJCOSX def2/J DEFGRID3
* xyz 1 1
C -1.938 -1.292 0.837
N -1.431 -0.125 0.861
H -1.464 -2.246 1.073
H -2.938 -1.507 0.433
H -2.262 0.474 0.859
H 0.614 -0.728 0.375
N 0.406 1.280 -0.947
C 1.490 0.559 -0.772
N 1.533 -0.463 0.052
H -0.409 1.233 -0.341
H 0.371 1.895 -1.745
H 2.353 0.916 -1.316
H 2.347 -0.658 0.592
*
```

Calculated values
E_HOMO: -14.7 eV
Gap between HOMO and LUMO: 0.404 Ha
Total energy: -6666.887 eV
Energy above the lowest of the compared OMol25 structures with the same formula, charge and spin: 168.05 kJ/mol
F_max: 1.496 eV/A

Here are the natural (NBO) charges for atoms 1 to 4, given in e: number 1, C, carries 0.02; number 2, N, carries -0.72; number 3, H, carries 0.18; number 4, H, carries 0.17

***

Density functional theory data (ωB97M-V with the def2-TZVPD basis set) for a 2-piece molecular cluster, C5H15NOS overall.

```
! wB97M-V def2-TZVPD RIJCOSX def2/J DEFGRID3
* xyz 0 1
C 1.144 -0.071 0.246
C 0.294 -1.126 -0.517
C -0.239 -0.517 -1.795
S -1.925 0.206 -1.598
C 0.567 0.434 1.614
N 1.071 -0.451 2.720
C 1.036 -1.878 2.662
H 2.133 -0.423 0.539
H 1.281 0.826 -0.353
H 0.981 -1.924 -0.854
H -0.467 -1.616 0.105
H -0.390 -1.165 -2.651
H 0.535 0.183 -2.139
H -2.149 0.379 -0.263
H -0.511 0.378 1.667
H 0.924 1.390 1.989
H 1.774 -0.050 3.307
H 0.940 -2.293 1.659
H 1.983 -2.377 2.998
H 0.295 -2.362 3.323
H 0.048 2.620 -2.506
H -0.954 3.033 -1.563
O -0.015 2.805 -1.565
*
```

Calculated values
E_HOMO: -8.1 eV
Gap between HOMO and LUMO: 0.323 Ha
Total energy: -19799.751 eV
Energy above the lowest of the compared OMol25 structures with the same formula, charge and spin: 152.99 kJ/mol
F_max: 2.985 eV/A
SMILES: CNCCCCS.O

Here are the natural (NBO) charges for atoms 1 to 4, given in e: number 1, C, carries -0.44; number 2, C, carries -0.43; number 3, C, carries -0.48; number 4, S, carries -0.10

***

What did the first record say?
Density functional theory data (ωB97M-V with the def2-TZVPD basis set) for an isolated molecule of C23H22N2O6S.

```
! wB97M-V def2-TZVPD RIJCOSX def2/J DEFGRID3
* xyz 0 1
O -1.271 2.773 -1.744
C -0.640 1.785 -1.466
O -0.884 0.997 -0.410
C -1.963 1.287 0.420
C -3.244 1.431 -0.089
C -4.286 1.678 0.789
C -4.053 1.780 2.146
C -2.761 1.633 2.652
C -1.708 1.381 1.779
H -0.703 1.266 2.148
N -2.580 1.757 4.027
C -1.420 1.702 4.750
O -0.314 1.499 4.295
C -1.643 1.921 6.188
C -0.734 1.943 7.216
C -1.472 2.201 8.390
C -2.772 2.317 7.998
O -2.891 2.151 6.674
H -3.672 2.511 8.549
H -1.091 2.288 9.387
H 0.321 1.792 7.121
H -3.423 1.941 4.555
H -4.872 1.978 2.822
H -5.289 1.794 0.408
H -3.421 1.357 -1.150
C 0.525 1.299 -2.255
C 1.068 0.032 -2.070
C 2.134 -0.358 -2.854
C 2.682 0.484 -3.803
C 2.142 1.749 -3.986
C 1.063 2.150 -3.220
H 0.619 3.126 -3.348
H 2.561 2.415 -4.725
H 3.524 0.133 -4.380
S 2.784 -2.018 -2.644
O 2.961 -2.287 -1.249
O 3.921 -2.166 -3.512
N 1.449 -2.889 -3.163
C 1.284 -2.911 -4.601
C 2.161 -3.967 -5.275
C 1.905 -5.333 -4.643
C 2.146 -5.253 -3.137
C 1.250 -4.176 -2.528
H 1.471 -4.037 -1.470
H 0.194 -4.444 -2.645
H 3.187 -4.985 -2.947
H 1.941 -6.214 -2.662
H 2.562 -6.081 -5.091
H 0.871 -5.637 -4.831
H 3.206 -3.689 -5.132
H 1.947 -3.990 -6.344
H 1.531 -1.912 -4.969
H 0.226 -3.107 -4.809
H 0.676 -0.647 -1.331
*
```

Calculated values
E_HOMO: -8.6 eV
Gap between HOMO and LUMO: 0.323 Ha
Total energy: -50308.613 eV
Energy above the lowest of the compared OMol25 structures with the same formula, charge and spin: 165.66 kJ/mol
F_max: 1.331 eV/A
SMILES: O=C(Oc1cccc(NC(=O)c2ccco2)c1)c1cccc(S(=O)(=O)N2CCCCC2)c1

Here are the natural (NBO) charges for atoms 1 to 4, given in e: number 1, O, carries -0.57; number 2, C, carries 0.78; number 3, O, carries -0.51; number 4, C, carries 0.38

***

Question: The lowest F_max belongs to which entry?
Answer: C23H22N2O6S

***

Repeat the first record exactly.
Density functional theory data (ωB97M-V with the def2-TZVPD basis set) for an isolated molecule of C23H22N2O6S.

```
! wB97M-V def2-TZVPD RIJCOSX def2/J DEFGRID3
* xyz 0 1
O -1.271 2.773 -1.744
C -0.640 1.785 -1.466
O -0.884 0.997 -0.410
C -1.963 1.287 0.420
C -3.244 1.431 -0.089
C -4.286 1.678 0.789
C -4.053 1.780 2.146
C -2.761 1.633 2.652
C -1.708 1.381 1.779
H -0.703 1.266 2.148
N -2.580 1.757 4.027
C -1.420 1.702 4.750
O -0.314 1.499 4.295
C -1.643 1.921 6.188
C -0.734 1.943 7.216
C -1.472 2.201 8.390
C -2.772 2.317 7.998
O -2.891 2.151 6.674
H -3.672 2.511 8.549
H -1.091 2.288 9.387
H 0.321 1.792 7.121
H -3.423 1.941 4.555
H -4.872 1.978 2.822
H -5.289 1.794 0.408
H -3.421 1.357 -1.150
C 0.525 1.299 -2.255
C 1.068 0.032 -2.070
C 2.134 -0.358 -2.854
C 2.682 0.484 -3.803
C 2.142 1.749 -3.986
C 1.063 2.150 -3.220
H 0.619 3.126 -3.348
H 2.561 2.415 -4.725
H 3.524 0.133 -4.380
S 2.784 -2.018 -2.644
O 2.961 -2.287 -1.249
O 3.921 -2.166 -3.512
N 1.449 -2.889 -3.163
C 1.284 -2.911 -4.601
C 2.161 -3.967 -5.275
C 1.905 -5.333 -4.643
C 2.146 -5.253 -3.137
C 1.250 -4.176 -2.528
H 1.471 -4.037 -1.470
H 0.194 -4.444 -2.645
H 3.187 -4.985 -2.947
H 1.941 -6.214 -2.662
H 2.562 -6.081 -5.091
H 0.871 -5.637 -4.831
H 3.206 -3.689 -5.132
H 1.947 -3.990 -6.344
H 1.531 -1.912 -4.969
H 0.226 -3.107 -4.809
H 0.676 -0.647 -1.331
*
```

Calculated values
E_HOMO: -8.6 eV
Gap between HOMO and LUMO: 0.323 Ha
Total energy: -50308.613 eV
Energy above the lowest of the compared OMol25 structures with the same formula, charge and spin: 165.66 kJ/mol
F_max: 1.331 eV/A
SMILES: O=C(Oc1cccc(NC(=O)c2ccco2)c1)c1cccc(S(=O)(=O)N2CCCCC2)c1

Here are the natural (NBO) charges for atoms 1 to 4, given in e: number 1, O, carries -0.57; number 2, C, carries 0.78; number 3, O, carries -0.51; number 4, C, carries 0.38

***

Question: Which formula does entry 2 have?
Answer: C2H8N3